{
  "formula": "C23H43BBrClF6N4O10PS2",
  "method": "wB97M-V/def2-TZVPD",
  "elements": ["C", "C", "N", "C", "F", "F", "F", "C", "P", "O", "Cl", "C", "S", "C", "C", "C", "N", "B", "O", "N", "C", "C", "C", "O", "C", "C", "N", "C", "C", "C", "O", "C", "C", "O", "C", "F", "F", "F", "C", "C", "O", "Br", "H", "H", "H", "H", "H", "H", "H", "H", "H", "H", "H", "H", "H", "H", "H", "H", "H", "H", "H", "H", "H", "H", "H", "H", "H", "H", "H", "H", "H", "H", "H", "H", "H", "H", "H", "H", "H", "H", "H", "C", "C", "O", "S", "O", "O", "O", "H", "H", "H", "H"],
  "xyz": [[0.966576, 3.035833, -1.011101], [-0.322434, 2.323979, -0.311186], [-0.269191, 1.837084, 1.138131], [0.281961, 2.969878, 1.956759], [1.742034, 3.168509, 2.014611], [-0.204012, 4.349223, 1.564469], [-0.066425, 2.989653, 3.427043], [-1.772222, 1.769896, 1.526352], [-3.070670, 1.607954, 0.133478], [-4.515291, 0.778151, 0.517672], [-3.860523, 3.618077, -0.194962], [-2.128790, 0.669198, 2.708213], [-3.708144, 1.051521, 3.687089], [-1.804802, -0.875966, 2.347345], [-1.365658, -1.587714, 3.793360], [-0.809628, -3.105223, 3.700468], [0.419406, -3.215747, 4.624146], [-3.023671, -1.880112, 1.909611], [-2.790425, -3.198391, 1.209531], [-4.517223, -1.745673, 2.219307], [-4.881768, -2.518348, 3.495523], [-5.369194, -2.315706, 1.082182], [-0.632877, -0.812921, 1.202605], [-1.194758, -0.957457, -0.145933], [-0.730081, -2.094560, -0.916052], [-0.618813, -1.554951, -2.499630], [0.347821, -2.391764, -3.325984], [1.798105, -2.032145, -3.041843], [2.799941, -2.699413, -4.186647], [4.360083, -2.851709, -3.693127], [2.786983, -1.735560, -5.323152], [0.453110, 0.485414, 1.322944], [1.193686, 0.202849, 2.729455], [2.594222, 0.550172, 2.951440], [3.006693, 0.427075, 4.354534], [2.498540, -0.764341, 5.068657], [4.514701, 0.320865, 4.368293], [2.598921, 1.656306, 5.072380], [1.510031, 0.034092, 0.167899], [3.006765, 0.566627, 0.010173], [3.586158, 1.726874, 0.282587], [4.344716, -0.732504, -0.846217], [1.550062, 3.821892, -0.378176], [1.675657, 2.275369, -1.602782], [0.575387, 3.694807, -1.938614], [-0.561326, 1.434983, -1.076418], [-1.088111, 3.234769, -0.453560], [-2.129477, 2.793289, 2.036655], [-4.967693, 0.465785, -0.326102], [-1.378332, 0.909826, 3.615039], [-4.873771, 0.700351, 3.050363], [-2.393637, -1.637221, 4.401619], [-0.645149, -0.952699, 4.445951], [-1.618964, -3.827835, 4.198625], [-0.618510, -3.534220, 2.628912], [1.297944, -3.316473, 4.058792], [0.265448, -4.086302, 5.212498], [-2.833766, -3.951085, 1.868264], [-6.014319, -2.847209, 3.337741], [-4.749376, -1.879369, 4.473186], [-4.194041, -3.466531, 3.501101], [-4.953833, -2.006543, 0.016585], [-6.486158, -1.945838, 1.198727], [-5.392667, -3.485491, 1.157391], [-0.059363, -1.850874, 1.363402], [-1.441610, -3.019892, -0.985287], [0.338972, -2.501813, -0.670893], [-0.427084, -0.401274, -2.569260], [-1.701888, -1.768679, -2.951049], [0.219668, -3.389282, -2.988104], [2.136614, -2.419103, -1.990338], [1.949473, -0.854249, -3.032539], [2.410398, -3.767021, -4.466348], [5.024042, -3.539204, -4.374323], [4.899947, -1.789789, -3.680636], [4.455388, -3.294275, -2.592807], [3.113235, -0.875526, -4.891138], [1.196584, -0.986394, 2.884210], [0.689814, 0.596068, 3.711900], [1.065780, 0.025134, -0.943383], [1.685241, -1.138818, 0.360387], [3.579332, 4.717494, -5.569022], [2.518169, 5.814441, -5.550086], [1.312088, 5.174047, -5.960021], [1.335315, 3.624687, -5.450738], [0.588315, 3.544627, -4.215136], [1.076477, 2.767277, -6.583987], [2.923389, 3.544311, -5.090932], [3.926114, 4.522161, -6.588892], [4.435891, 4.960752, -4.934665], [2.762487, 6.641928, -6.220417], [2.367991, 6.199990, -4.536119]],
  "atomic_forces_ev_per_a": [[0.78, 0.58, -1.69], [0.69, 2.01, -4.84], [-0.68, 1.16, -0.16], [2.98, 6.34, 4.63], [-5.15, -1.66, -0.89], [1.10, -5.18, 0.57], [0.68, -1.06, -5.00], [-3.89, 0.64, 4.51], [-1.61, -0.47, -3.62], [1.28, 0.77, -0.05], [0.78, -1.29, 1.02], [1.33, -0.15, 1.15], [0.68, 0.36, -0.22], [0.70, 1.00, 0.12], [-1.28, -0.34, 0.10], [-0.28, -0.87, 1.06], [-0.88, -1.31, -0.94], [-1.92, -2.25, -1.02], [1.07, 1.58, 2.20], [0.53, -0.53, -0.04], [-0.39, -0.13, -0.51], [-0.42, -0.45, -0.27], [-0.35, -2.56, 0.66], [0.90, -0.13, 1.66], [0.93, -0.50, -3.04], [-1.55, -1.03, 0.13], [0.45, 0.52, 1.87], [0.94, -0.49, 0.27], [0.58, 0.97, 0.76], [0.55, 0.23, 0.76], [0.50, -0.16, 2.20], [1.96, -3.25, -0.07], [-0.82, -2.00, 3.17], [0.82, -0.34, 2.57], [1.50, 0.42, 0.17], [1.44, 4.18, -2.49], [-5.75, 0.53, -0.05], [1.33, -4.37, -2.08], [0.77, -1.66, -1.42], [3.99, 6.39, 1.35], [-4.72, -7.50, -1.50], [-1.68, 0.90, 0.87], [-0.94, -1.89, -0.92], [-1.40, 1.67, 1.86], [0.31, -1.66, 2.26], [0.02, 1.84, 2.48], [1.16, -2.58, 1.03], [1.47, -2.03, -1.06], [1.19, 0.67, 1.26], [-1.70, -0.30, -2.06], [1.20, -0.19, -0.47], [2.27, 0.29, -1.22], [-1.16, -1.09, -1.33], [1.58, 1.61, -1.28], [-0.33, 1.10, 1.84], [-1.21, -0.15, 0.89], [0.76, 1.50, -1.11], [-0.19, 1.25, -1.18], [2.52, 0.64, 0.76], [-0.25, -1.28, -2.00], [-1.49, 1.31, 0.56], [-0.85, -0.65, 2.32], [2.34, -0.55, -0.21], [0.05, 2.08, -0.43], [-0.59, 2.69, -0.14], [1.00, 1.97, 0.83], [-1.90, 1.00, 0.18], [-0.08, -2.22, 0.09], [2.34, 0.76, 0.84], [0.16, 1.48, -0.75], [-0.47, 0.68, -1.68], [-0.43, -2.40, -0.20], [0.51, 2.31, 0.06], [-1.64, 1.34, 1.08], [-1.28, -2.19, -0.04], [-0.38, 0.89, -2.30], [-0.67, -1.87, -1.12], [-0.40, 2.62, -0.71], [0.16, -0.48, -2.35], [0.84, 0.22, 2.55], [-0.43, 2.76, -0.26], [0.35, 0.54, -0.59], [0.49, 0.23, 0.57], [0.05, -1.28, 0.04], [-0.02, -0.07, -0.77], [0.73, -0.27, -1.32], [0.03, 1.12, 1.84], [-1.21, 0.08, 0.23], [-0.02, 0.07, 0.11], [-0.25, -0.22, 0.02], [-0.24, -0.25, -0.03], [0.10, 0.02, -0.09]],
  "total_charge": 1,
  "total_energy_ev": -181468.2054,
  "e_homo_ev": -11.38,
  "fmax_ev_per_a": 9.0
}